This record from the Open Molecules 2025 dataset describes a structure of composition C29H42N3OSW. The level of theory is ωB97M-V with the def2-TZVPD basis set.

2S+1: 3
relative energy (zero: lowest compared OMol25 entry of this formula, charge and spin): 0.000 eV
gap between HOMO and LUMO (spin up / spin down): 6.714 / 5.826 eV
net charge: +3

XYZ file:
```
77
Properties=species:S:1:pos:R:3:forces:R:3:mulliken_charge:R:1
W -0.4404 -0.6506 0.7301 0.40 -0.01 0.01 1.39
S 1.2855 -2.0119 -0.2030 -0.07 0.28 0.08 -0.19
O -0.3095 0.2236 -0.9331 -0.27 0.05 -0.19 -0.86
N -0.6608 1.4312 1.2719 0.03 0.05 -0.21 -0.50
N 2.5002 -2.2799 -2.5211 -0.14 0.13 0.01 0.09
N 1.3501 -0.3269 -2.4390 -0.14 -0.04 0.06 -0.19
C -2.1114 -0.6104 2.6097 0.11 -0.08 -0.09 1.21
C 0.4238 0.4723 -2.0332 0.22 -0.18 -0.04 0.04
C -0.6823 2.5814 1.3477 0.11 -0.27 0.12 -0.28
C 4.3074 -3.4043 -1.2782 0.07 -0.11 0.02 -1.01
C 0.9823 2.1650 -3.7233 -0.07 0.03 0.01 -0.39
C 0.0830 -1.7360 2.8301 -0.04 -0.18 0.13 1.32
C -3.7517 -1.3312 0.8026 0.06 -0.02 -0.01 -2.32
C -1.3602 3.5610 -3.1541 -0.01 0.03 -0.02 -0.84
C -2.0623 4.5367 1.0033 0.03 0.09 -0.01 -1.48
C -3.0929 0.4056 3.1105 0.01 -0.05 0.00 -2.11
C -2.4609 -1.5060 1.5633 -0.14 -0.02 0.11 0.78
C -0.4569 4.3629 2.9696 0.00 0.08 0.05 -1.68
C 0.1043 1.7021 -2.7336 0.09 -0.02 -0.05 0.58
C 0.4470 4.5757 0.6005 0.03 0.09 0.00 -1.50
C 0.6939 3.3300 -4.4084 -0.02 -0.02 0.04 -0.75
C -0.6882 4.0362 1.4870 -0.09 -0.08 -0.11 2.00
C -0.3412 0.3793 4.1389 -0.02 -0.05 -0.06 -2.29
C -0.7923 -0.6599 3.1508 -0.12 -0.03 0.06 0.92
C 1.9984 -2.3426 -4.9454 0.02 0.00 -0.06 -1.06
C -2.1395 -3.6978 0.3476 -0.02 0.03 0.02 -2.04
C -0.3899 -2.7997 1.9964 -0.05 0.06 0.08 0.32
C 1.4282 -1.7801 3.5085 -0.05 0.01 -0.01 -1.91
C 1.7046 -1.4898 -1.8548 0.08 0.20 -0.12 0.63
C 0.4076 -4.0640 1.8650 -0.04 0.06 -0.01 -1.97
C 2.9847 -1.9090 -3.8779 0.02 0.08 0.04 -0.58
C -0.4775 4.0242 -4.1274 -0.02 -0.03 0.03 -0.46
C -1.6307 -2.6494 1.3049 0.03 0.08 0.04 1.43
C 2.9976 -3.5736 -2.0259 -0.11 -0.11 0.05 -0.83
C -1.0716 2.4081 -2.4506 0.04 0.05 0.01 -0.25
H -3.2169 -3.8072 0.4548 0.01 0.01 0.00 0.41
H -2.2366 4.2829 -0.0423 0.02 -0.01 0.01 0.32
H 1.3733 3.6959 -5.1652 0.00 0.00 -0.01 0.46
H -1.9353 -3.4341 -0.6927 0.00 -0.01 0.01 0.42
H 3.9433 -2.4129 -3.9888 0.00 0.01 -0.02 0.44
H 2.4097 -2.1126 -5.9272 0.01 0.00 0.00 0.40
H -3.0325 0.4487 4.1979 0.01 0.00 0.01 0.43
H 1.4201 4.2152 0.9305 0.02 -0.01 0.01 0.40
H 4.1809 -2.7932 -0.3850 0.00 0.02 0.03 0.29
H 0.4429 5.6617 0.6831 0.00 0.02 0.00 0.46
H -4.5518 -1.8861 1.3003 -0.01 0.00 0.01 0.47
H -1.6968 -4.6679 0.5418 0.00 0.01 0.01 0.51
H 1.4782 -3.8979 1.9072 0.01 0.01 0.00 0.53
H -1.2591 3.9767 3.5979 -0.03 -0.01 0.01 0.35
H -2.8870 1.4073 2.7326 0.01 0.03 -0.02 0.39
H 0.1902 -4.6078 0.9536 0.01 0.01 -0.01 0.49
H -0.4260 -0.0323 5.1489 -0.01 -0.01 0.01 0.43
H 4.6779 -4.3825 -0.9756 0.01 0.00 0.01 0.42
H 1.8153 -3.4163 -4.9081 -0.01 -0.01 0.00 0.34
H 0.5006 3.9832 3.3242 0.02 -0.01 -0.01 0.38
H 1.0513 -1.8151 -4.8428 -0.02 0.01 0.01 0.30
H 5.0676 -2.9427 -1.9067 0.00 0.01 -0.02 0.37
H 2.0366 -0.9150 3.2400 -0.02 -0.02 0.01 0.41
H -4.0498 -0.2869 0.7510 0.01 -0.02 0.01 0.58
H -3.6714 -1.7125 -0.2139 0.00 0.01 0.04 0.48
H 1.9938 -2.6730 3.2772 0.00 0.00 -0.02 0.34
H 0.2960 4.3112 -0.4451 -0.01 -0.01 -0.04 0.29
H -0.7106 4.9261 -4.6762 -0.01 0.03 -0.01 0.45
H -2.2795 4.0980 -2.9632 -0.01 0.00 -0.01 0.47
H 0.1414 -4.7022 2.7142 -0.01 -0.01 0.01 0.33
H 1.2869 -1.7503 4.5906 -0.01 -0.01 0.00 0.44
H 2.2265 -4.0365 -1.4080 0.09 0.01 -0.04 0.42
H -2.0698 5.6221 1.0940 0.00 0.02 0.00 0.44
H 1.8851 1.6135 -3.9399 0.02 -0.02 0.00 0.49
H 3.1177 -4.1992 -2.9095 0.03 -0.02 0.04 0.45
H 3.1554 -0.8361 -3.8902 -0.01 -0.03 -0.03 0.31
H 0.7019 0.6511 3.9910 -0.01 0.00 0.00 0.48
H -2.8753 4.1466 1.6138 -0.02 -0.03 0.02 0.40
H -1.7680 2.0391 -1.7097 -0.01 -0.04 0.02 0.52
H -4.1117 0.1414 2.8454 0.00 -0.01 -0.01 0.52
H -0.9450 1.2799 4.0962 0.00 -0.01 -0.02 0.48
H -0.4477 5.4472 3.0743 0.00 0.01 0.00 0.46
```
Positions in Å, forces in eV/Å.